1.
ORCA calculation (the ωB97M-V functional and the def2-TZVPD basis) on an isolated molecule of C2H5N3 in a non-equilibrium geometry.

Last column: Mulliken charge in e.
Cartesian coordinates (Å):
1 N -2.54 -0.03 0.14  -0.38
2 C -1.46 -0.06 -0.21  0.19
3 C -0.06 -0.16 -0.55  0.15
4 N 0.63 1.18 -0.03  -0.65
5 N 0.64 -1.25 0.15  -0.57
6 H 0.00 -0.08 -1.57  0.28
7 H 0.08 2.01 0.03  0.24
8 H 0.78 1.02 0.97  0.24
9 H 1.63 -1.30 -0.01  0.24
10 H 0.31 -1.32 1.10  0.26

Total energy = -243.4355 Eh
HOMO = -10.10 eV
Energy above the lowest of the compared OMol25 structures with the same formula, charge and spin = 16.6 kcal/mol
M = 71.08 g mol⁻¹
SMILES string = N#CC(N)N
E_LUMO = 0.033 Eh

---

2.
ORCA calculation (the ωB97M-V functional and the def2-TZVPD basis) on an isolated molecule of C5H7NO.

Last column: Mulliken charge in e.
Cartesian coordinates (Å):
1 C -1.02 -1.78 0.00  -1.04
2 C -0.12 -0.64 -0.24  0.50
3 C 1.08 -0.15 -0.39  0.06
4 N 2.47 -0.35 -0.34  -0.20
5 O 2.77 -1.31 0.35  -0.29
6 C -0.02 0.84 -0.59  -0.04
7 C -0.24 1.91 0.46  -1.14
8 H -0.46 -2.62 0.43  0.30
9 H -1.47 -2.11 -0.95  0.29
10 H -1.83 -1.50 0.67  0.30
11 H -0.31 1.14 -1.61  0.31
12 H 0.16 1.58 1.42  0.32
13 H 0.29 2.83 0.18  0.32
14 H -1.30 2.16 0.59  0.33

Total energy = -324.5396 Eh
HOMO (spin up / spin down) = -9.15 / -9.15 eV
Energy above the lowest of the compared OMol25 structures with the same formula, charge and spin = 116.0 kcal/mol
M = 97.12 g mol⁻¹
SMILES string = CC1=C(N=O)[C@@H]1C
E_LUMO (spin up / spin down) = -0.023 / -0.023 Eh

---

3.
ORCA calculation (the ωB97M-V functional and the def2-TZVPD basis) on an isolated ion of composition C7H9ClN3O and charge +1 in a non-equilibrium geometry.

Last column: Mulliken charge in e.
Cartesian coordinates (Å):
1 C -1.43 2.43 0.28  -0.94
2 N -0.21 1.61 0.03  0.11
3 C 1.12 1.95 -0.08  -0.49
4 C 1.84 0.76 -0.21  0.00
5 Cl 3.59 0.84 -0.07  -0.16
6 C 0.95 -0.36 -0.25  -0.27
7 C -0.29 0.28 -0.05  0.35
8 N -1.49 -0.44 -0.02  -0.04
9 C -1.36 -1.77 -0.12  -0.15
10 N -0.23 -2.39 -0.45  -0.05
11 C 1.13 -1.85 -0.32  -0.05
12 O 1.70 -2.35 0.86  -0.51
13 H -2.11 2.45 -0.69  0.32
14 H -1.79 2.06 1.26  0.38
15 H -1.25 3.53 0.28  0.33
16 H 1.61 2.84 -0.33  0.42
17 H -2.46 -0.12 -0.05  0.30
18 H -2.30 -2.29 -0.17  0.36
19 H -0.22 -3.38 -0.36  0.27
20 H 1.83 -2.15 -1.13  0.39
21 H 1.38 -1.67 1.59  0.42

Total energy = -971.5625 Eh
HOMO = -12.10 eV
Energy above the lowest of the compared OMol25 structures with the same formula, charge and spin = 0.0 kcal/mol
M = 186.62 g mol⁻¹
SMILES string = Cn1cc(Cl)c2c1NC=[NH+][C@@H]2O
E_LUMO = -0.149 Eh
Total charge = +1

---

4.
ORCA calculation (the ωB97M-V functional and the def2-TZVPD basis) on a 7-piece molecular cluster, C24H30FN6 overall.

Last column: Mulliken charge in e.
Cartesian coordinates (Å):
1 F 0.31 -0.16 -0.16  -0.89
2 N -2.04 0.51 1.33  1.01
3 C -2.14 1.49 2.26  -0.49
4 C -3.46 1.57 2.64  -0.69
5 C -4.18 0.60 1.90  -0.81
6 C -3.27 -0.05 1.09  -0.53
7 H -1.20 0.18 0.87  -0.06
8 H -1.28 2.03 2.62  0.33
9 H -3.85 2.22 3.40  0.44
10 H -5.22 0.36 1.99  0.41
11 H -3.35 -0.88 0.42  0.53
12 N 0.54 -2.36 1.66  0.30
13 C 1.52 -3.30 1.78  -0.38
14 C 1.29 -4.01 2.93  -0.61
15 C 0.12 -3.47 3.53  -0.49
16 C -0.34 -2.47 2.71  -0.49
17 H 0.43 -1.66 0.93  0.12
18 H 2.24 -3.46 0.98  0.33
19 H 1.87 -4.83 3.33  0.40
20 H -0.35 -3.75 4.47  0.41
21 H -1.17 -1.79 2.76  0.36
22 N 2.13 -1.96 -1.72  0.41
23 C 1.78 -2.82 -2.71  -0.53
24 C 2.89 -3.54 -3.08  -0.66
25 C 3.97 -3.07 -2.27  -0.54
26 C 3.47 -2.11 -1.43  -0.53
27 H 1.50 -1.31 -1.25  0.10
28 H 0.78 -2.78 -3.12  0.48
29 H 2.97 -4.23 -3.89  0.41
30 H 4.99 -3.43 -2.28  0.41
31 H 3.91 -1.56 -0.62  0.44
32 N 1.18 1.39 1.99  0.38
33 C 1.21 0.85 3.24  -0.22
34 C 1.43 1.87 4.13  -0.69
35 C 1.57 3.06 3.38  -0.54
36 C 1.44 2.73 2.05  -0.44
37 H 1.04 0.86 1.13  -0.03
38 H 1.05 -0.20 3.41  0.26
39 H 1.61 1.77 5.19  0.44
40 H 1.63 4.08 3.75  0.40
41 H 1.49 3.31 1.15  0.34
42 N -0.98 -0.21 -2.70  0.44
43 C -0.38 -0.56 -3.88  -0.73
44 C -1.37 -1.03 -4.71  -0.49
45 C -2.59 -0.98 -3.99  -0.76
46 C -2.32 -0.46 -2.76  -0.33
47 H -0.50 0.07 -1.85  0.14
48 H 0.67 -0.37 -4.02  0.52
49 H -1.20 -1.43 -5.70  0.39
50 H -3.55 -1.21 -4.42  0.40
51 H -2.91 -0.25 -1.89  0.35
52 N -0.14 2.68 -0.93  0.85
53 C 0.58 3.18 -2.00  -0.69
54 C 0.03 4.39 -2.33  -0.57
55 C -1.05 4.64 -1.43  -0.61
56 C -1.12 3.56 -0.58  -0.44
57 H 0.03 1.79 -0.48  -0.14
58 H 1.41 2.67 -2.45  0.46
59 H 0.38 5.06 -3.10  0.41
60 H -1.66 5.52 -1.43  0.42
61 H -1.83 3.29 0.18  0.33

Total energy = -1361.0381 Eh
HOMO = -5.58 eV
Energy above the lowest of the compared OMol25 structures with the same formula, charge and spin = 0.0 kcal/mol
M = 421.54 g mol⁻¹
E_LUMO = 0.114 Eh
Total charge = -1

---

5.
ORCA calculation (the ωB97M-V functional and the def2-TZVPD basis) on an isolated molecule of C4H6Cl3N3 in a non-equilibrium geometry.

Last column: Mulliken charge in e.
Cartesian coordinates (Å):
1 C -2.09 -1.29 -0.28  -0.53
2 C -0.76 -1.01 -0.22  0.18
3 C -0.05 0.27 0.00  0.57
4 C 1.16 0.09 0.94  -1.73
5 N -2.61 0.92 -0.99  -0.59
6 N -2.92 -0.23 -0.57  0.34
7 N -0.94 1.37 0.48  -0.37
8 Cl 0.27 -2.34 -0.05  -0.19
9 Cl -4.36 -0.15 0.60  -0.11
10 Cl -0.27 2.88 -0.07  -0.11
11 H -2.50 -2.21 -0.08  0.51
12 H 0.41 0.42 -0.90  0.34
13 H 1.00 -0.34 1.88  0.40
14 H 1.46 1.02 1.21  0.55
15 H 2.03 -0.21 0.39  0.46
16 H -2.06 1.08 -1.81  0.27

Total energy = -1700.6136 Eh
HOMO (spin up / spin down) = -8.08 / -9.08 eV
Energy above the lowest of the compared OMol25 structures with the same formula, charge and spin = 72.4 kcal/mol
M = 202.47 g mol⁻¹
E_LUMO (spin up / spin down) = -0.020 / -0.019 Eh

---

6.
ORCA calculation (the ωB97M-V functional and the def2-TZVPD basis) on an isolated molecule of C2HClO in a non-equilibrium geometry.

Last column: Mulliken charge in e.
Cartesian coordinates (Å):
1 O -1.90 -0.37 0.58  -0.39
2 C -0.76 -0.16 0.17  0.57
3 C 0.54 -0.05 -0.25  -0.36
4 Cl 1.38 1.25 0.64  -0.16
5 H 0.74 -0.67 -1.14  0.34

Total energy = -612.1738 Eh
HOMO = -9.30 eV
Energy above the lowest of the compared OMol25 structures with the same formula, charge and spin = 13.3 kcal/mol
M = 76.48 g mol⁻¹
SMILES string = O=C=CCl
E_LUMO = -0.004 Eh

---

7.
ORCA calculation (the ωB97M-V functional and the def2-TZVPD basis) on C26H41BrN6P2Zn as an isolated structure in a non-equilibrium geometry.

Last column: Mulliken charge in e.
Cartesian coordinates (Å):
1 C -4.16 -3.11 -1.39  -0.52
2 C -3.48 -2.45 -2.44  0.94
3 C -4.04 -2.48 -3.72  -0.32
4 C -5.23 -3.20 -3.91  -0.41
5 N -5.84 -3.83 -2.90  -0.53
6 C -5.34 -3.80 -1.67  -0.38
7 C -2.19 -1.89 -2.16  -0.57
8 C -1.38 -1.97 -1.13  0.48
9 C -0.90 -2.58 0.04  0.79
10 C -0.44 -1.73 1.07  -0.94
11 C 0.69 -2.09 1.77  -0.42
12 C 1.29 -3.35 1.55  -0.51
13 C 0.65 -4.31 0.74  -0.42
14 C -0.49 -3.96 0.04  -0.38
15 Zn -0.55 -0.93 -2.48  -0.51
16 P -0.32 2.62 0.81  0.67
17 H -3.53 -2.03 -4.57  0.45
18 H -3.74 -3.14 -0.39  0.44
19 H -5.68 -3.27 -4.90  0.38
20 H -5.85 -4.33 -0.87  0.37
21 H -1.04 -4.69 -0.57  0.58
22 H -0.93 -0.76 1.22  0.60
23 H 1.08 -5.31 0.66  0.49
24 H 1.09 -1.38 2.48  1.39
25 C 1.32 3.39 1.24  -0.24
26 C 1.46 4.89 1.04  -1.32
27 H 2.06 2.85 0.64  0.26
28 H 1.49 3.09 2.29  0.32
29 H 2.43 5.21 1.43  0.44
30 H 1.44 5.16 -0.02  0.30
31 H 0.69 5.47 1.55  0.25
32 C -1.21 3.82 -0.28  -0.74
33 C -2.61 3.30 -0.64  -1.33
34 H -0.63 3.95 -1.21  0.45
35 H -1.28 4.80 0.21  0.56
36 H -3.00 3.85 -1.51  0.44
37 H -2.59 2.23 -0.91  0.21
38 H -3.32 3.43 0.18  0.29
39 C -1.17 2.86 2.42  -0.15
40 C -1.53 4.29 2.82  -1.34
41 H -0.49 2.43 3.17  0.27
42 H -2.07 2.23 2.38  0.45
43 H -2.07 4.26 3.78  0.43
44 H -0.65 4.92 2.96  0.24
45 H -2.20 4.77 2.10  0.30
46 Br 2.83 -3.76 2.43  -0.04
47 P 1.60 -0.56 -2.74  -0.15
48 C 0.92 0.96 -1.63  -0.15
49 C 1.58 2.28 -2.07  -1.29
50 H 1.17 0.75 -0.57  0.27
51 H -0.18 1.05 -1.72  0.53
52 H 0.93 3.13 -1.83  0.03
53 H 2.54 2.45 -1.56  0.43
54 H 1.76 2.30 -3.16  0.51
55 C 3.27 -0.19 -1.96  -0.31
56 C 4.52 -1.02 -2.20  -1.19
57 H 3.05 -0.12 -0.88  0.44
58 H 3.49 0.83 -2.30  0.36
59 H 5.10 -1.03 -1.27  0.34
60 H 4.34 -2.05 -2.52  0.38
61 H 5.13 -0.52 -2.95  0.35
62 C 1.68 -2.42 -2.27  0.54
63 C 1.01 -3.36 -3.29  -1.29
64 H 1.23 -2.53 -1.27  -0.79
65 H 2.73 -2.69 -2.17  0.53
66 H 0.37 -4.07 -2.76  0.28
67 H 0.40 -2.82 -4.04  0.27
68 H 1.77 -3.93 -3.85  0.40
69 N 1.19 -1.72 5.22  -0.55
70 N 1.41 -0.38 4.98  1.07
71 N 1.74 0.48 5.97  -0.87
72 C 1.59 1.66 5.32  -0.22
73 N 1.16 1.53 4.06  -0.58
74 N 1.02 0.20 3.85  -0.12
75 H 1.36 -2.31 4.41  0.29
76 H 1.70 -2.01 6.05  0.32
77 H 1.83 2.61 5.79  0.45

Total energy = -6378.9949 Eh
HOMO (spin up / spin down) = -14.17 / -12.53 eV
Energy above the lowest of the compared OMol25 structures with the same formula, charge and spin = 71.9 kcal/mol
M = 644.90 g mol⁻¹
E_LUMO (spin up / spin down) = -0.284 / -0.351 Eh
Total charge = +2

---

Which value of energy above the lowest of the compared OMol25 structures with the same formula, charge and spin does entry 3 give? 0.0 kcal/mol

---

What is the M in the sixth record? 76.48 g mol⁻¹

---

What is the energy above the lowest of the compared OMol25 structures with the same formula, charge and spin in the fifth record? 72.4 kcal/mol

---

Which of these has the highest energy above the lowest of the compared OMol25 structures with the same formula, charge and spin? C5H7NO